[1]
{"formula": "C39H37F9OP2Re", "method": "ωB97M-V with the def2-TZVPD basis set", "elements": ["Re", "C", "C", "C", "C", "C", "C", "C", "C", "C", "H", "H", "H", "H", "H", "H", "H", "H", "H", "H", "H", "H", "H", "H", "H", "P", "P", "C", "C", "C", "C", "C", "C", "C", "C", "C", "C", "C", "C", "C", "C", "C", "C", "C", "C", "C", "C", "C", "C", "C", "C", "C", "C", "H", "H", "H", "H", "H", "H", "H", "H", "H", "H", "H", "H", "H", "H", "H", "H", "H", "H", "H", "H", "H", "H", "F", "C", "F", "F", "C", "O", "C", "F", "F", "F", "C", "F", "F", "F"], "positions_angstrom": [[-0.84028, -0.12651, -0.01867], [2.92130, -1.63430, -0.99548], [3.17515, -1.08121, 0.19546], [4.21330, -0.04149, 0.43043], [4.31518, 0.99440, -0.74082], [3.02081, 1.31869, -1.45983], [2.41537, 0.65736, -2.45180], [3.07641, -0.44639, -3.22162], [3.71094, -1.48434, -2.25569], [-2.55231, 1.16343, 0.22894], [2.08584, -2.31730, -1.11937], [2.77849, -1.48603, 1.12239], [5.18930, -0.55075, 0.57281], [4.01868, 0.49670, 1.37723], [4.65868, 1.93173, -0.27676], [5.12874, 0.68600, -1.41765], [2.69734, 2.34474, -1.24265], [1.46896, 1.01065, -2.88935], [3.87766, -0.02742, -3.86007], [2.35749, -0.94028, -3.89899], [3.70446, -2.45822, -2.77043], [4.76692, -1.23402, -2.04702], [-3.23033, 0.50450, -0.33883], [-2.75661, 2.18542, -0.13272], [-2.75249, 1.12204, 1.30738], [0.61826, 0.07515, 1.59755], [-0.35254, 2.01302, -0.75418], [1.52174, 1.56050, 1.36075], [1.12934, 2.34455, 0.29127], [0.76161, -0.45902, 3.27322], [2.01379, -0.43808, 3.89324], [2.14861, -0.89033, 5.20848], [1.01408, -1.32153, 5.92164], [-0.24588, -1.29971, 5.31156], [-0.37675, -0.87781, 3.99617], [0.48277, -2.00715, 0.44630], [0.00461, -2.30033, -0.84056], [-0.03705, -3.64096, -1.26653], [0.66784, -4.59711, -0.54527], [1.15513, -4.28402, 0.73064], [0.93378, -3.01261, 1.29815], [-1.09670, 3.68914, -0.43840], [-1.30017, 4.02452, 0.91015], [-1.65975, 5.32437, 1.27194], [-1.91614, 6.27443, 0.26875], [-1.88366, 5.89000, -1.07719], [-1.51837, 4.58537, -1.42790], [-0.71333, 1.93114, -2.61901], [-1.81156, 1.16901, -3.03209], [-2.01793, 0.89517, -4.38515], [-1.14364, 1.41720, -5.34053], [-0.16098, 2.34010, -4.96299], [0.05976, 2.60039, -3.59988], [2.28063, 1.90123, 2.06396], [1.52455, 3.35022, 0.11936], [2.87143, -0.08206, 3.33361], [3.13210, -0.88724, 5.67367], [1.13362, -1.65024, 6.96017], [-1.12412, -1.61149, 5.89693], [-1.34690, -0.87494, 3.50770], [-0.19179, -1.49801, -1.61599], [-0.62827, -3.92146, -2.16072], [0.77241, -5.61328, -0.93607], [1.64471, -5.05403, 1.33162], [1.16087, -2.83019, 2.35729], [-1.13516, 3.29072, 1.69745], [-1.74707, 5.60068, 2.32516], [-2.20212, 7.29857, 0.54209], [-2.16141, 6.60229, -1.86003], [-1.54654, 4.28141, -2.46779], [-2.51640, 0.77146, -2.29302], [-2.85908, 0.27827, -4.68673], [-1.22445, 1.10353, -6.37772], [0.46073, 2.85558, -5.69810], [0.86424, 3.28923, -3.28576], [-3.84878, -0.60123, 2.36533], [-4.39428, -1.55994, 1.56531], [-5.30621, -2.24118, 2.30759], [-5.05114, -0.91980, 0.55988], [-3.24575, -2.45907, 1.02607], [-2.15400, -1.72181, 0.70138], [-2.90749, -3.52114, 2.12593], [-3.85766, -4.48599, 2.25576], [-1.72332, -4.12263, 1.88030], [-2.77073, -2.89545, 3.32893], [-3.78032, -3.23227, -0.22621], [-5.06157, -3.65033, -0.04607], [-3.75595, -2.45826, -1.33588], [-3.03066, -4.32394, -0.52239]], "homo_ha": [-0.5122, -0.5127], "energy_ev": -88233.1130, "total_charge": 2, "multiplicity": 4, "s_squared": 3.787}

[2]
{"formula": "C39H37FN6NaO5", "method": "ωB97M-V with the def2-TZVPD basis set", "elements": ["Na", "C", "O", "C", "N", "C", "C", "C", "C", "C", "C", "C", "C", "C", "C", "C", "C", "N", "C", "N", "C", "C", "O", "C", "C", "C", "C", "C", "C", "H", "H", "H", "H", "H", "H", "H", "H", "H", "H", "H", "H", "H", "H", "H", "H", "H", "H", "H", "C", "C", "N", "C", "C", "C", "O", "O", "C", "O", "C", "C", "C", "F", "C", "C", "C", "N", "C", "C", "N", "C", "C", "H", "H", "H", "H", "H", "H", "H", "H", "H", "H", "H", "H", "H", "H", "H", "H", "H", "H"], "positions_angstrom": [[0.40067, -2.52220, -1.84576], [-3.20774, -2.60005, -5.11406], [-1.97894, -3.27215, -5.51739], [-1.09553, -3.00738, -4.54225], [-1.45590, -2.35216, -3.51845], [-2.89029, -2.04981, -3.71047], [-3.19316, -0.57741, -3.53252], [-4.41740, -0.07478, -3.96544], [-4.73497, 1.26398, -3.79898], [-3.82799, 2.12030, -3.18970], [-2.61186, 1.62299, -2.74762], [-2.29209, 0.28132, -2.91445], [0.27507, -3.57164, -4.74775], [0.54996, -4.60332, -5.63243], [1.84203, -5.10979, -5.64454], [2.79441, -4.59799, -4.77159], [2.40466, -3.56767, -3.93282], [1.18494, -3.04676, -3.94281], [3.28104, -2.97766, -2.87355], [2.83946, -2.26094, -1.92873], [3.99952, -1.94155, -1.08049], [5.20135, -2.53289, -1.84961], [4.59229, -3.24779, -2.96487], [4.12143, -0.45985, -0.80259], [5.12038, -0.01521, 0.06045], [5.27938, 1.33586, 0.32390], [4.43172, 2.26205, -0.27088], [3.42980, 1.82381, -1.12304], [3.27229, 0.46848, -1.38867], [-3.99983, -3.34398, -5.13527], [-3.40474, -1.81730, -5.84524], [-3.44065, -2.61174, -2.95052], [-5.13867, -0.73235, -4.43855], [-5.68847, 1.63813, -4.14836], [-4.06959, 3.16821, -3.06731], [-1.89703, 2.28440, -2.27337], [-1.34136, -0.09053, -2.55957], [-0.22653, -4.99616, -6.27192], [2.10201, -5.91747, -6.31536], [3.80147, -4.98587, -4.72713], [3.86128, -2.45875, -0.12737], [5.78022, -3.25821, -1.28334], [5.85827, -1.77125, -2.26743], [5.78189, -0.73283, 0.53412], [6.06733, 1.66462, 0.98928], [4.55963, 3.31936, -0.07712], [2.76857, 2.54078, -1.59436], [2.48109, 0.12855, -2.04219], [-1.10279, -1.54354, 5.51867], [-2.13686, -1.34360, 4.42813], [-1.54804, -1.15225, 3.10239], [-1.41597, -2.22628, 2.27912], [-0.81303, -2.24675, 1.06303], [-0.80546, -3.62178, 0.35873], [-1.80001, -4.31983, 0.56684], [0.22270, -3.88260, -0.32081], [-0.31027, -1.00036, 0.53781], [0.17137, -0.81829, -0.58736], [-0.44836, 0.16707, 1.43579], [0.05486, 1.39662, 1.00198], [-0.03977, 2.48733, 1.81383], [0.40946, 3.69626, 1.39085], [-0.60354, 2.40841, 3.09056], [-1.10018, 1.20090, 3.52983], [-1.04298, 0.06799, 2.69912], [-0.69714, 3.54491, 3.95739], [-1.98040, 4.22040, 3.93475], [-2.14705, 5.03099, 5.20098], [-0.98500, 5.99600, 5.30640], [0.34971, 5.27807, 5.25937], [0.40493, 4.48323, 3.97392], [-1.59559, -1.70902, 6.47699], [-0.44297, -0.68098, 5.62153], [-0.47618, -2.40981, 5.30676], [-2.79375, -0.49800, 4.64060], [-2.78958, -2.21147, 4.34628], [-1.86395, -3.14342, 2.64186], [0.51194, 1.46648, 0.02390], [-1.49124, 1.14640, 4.53460], [-2.78637, 3.48970, 3.88680], [-2.08718, 4.87341, 3.05106], [-2.08463, 4.39998, 6.08588], [-3.05741, 5.62653, 5.22188], [-1.06303, 6.56110, 6.15156], [-1.02912, 6.65019, 4.52112], [0.37309, 4.63656, 6.13803], [1.11853, 6.04533, 5.32663], [1.35316, 3.94726, 3.93755], [0.39870, 5.16944, 3.11380]], "homo_ha": -0.3485, "energy_ev": -67352.1485, "total_charge": 1, "multiplicity": 1, "relative_energy_kj_mol": 1.5}

[3]
{"formula": "C39H37N2O2S", "method": "ωB97M-V with the def2-TZVPD basis set", "elements": ["C", "O", "C", "C", "C", "C", "C", "C", "C", "C", "C", "O", "C", "C", "C", "C", "C", "C", "C", "C", "C", "C", "H", "H", "H", "H", "H", "H", "H", "H", "H", "H", "H", "H", "H", "H", "H", "H", "H", "C", "C", "C", "C", "C", "N", "C", "C", "C", "C", "C", "C", "S", "C", "N", "C", "C", "C", "C", "C", "C", "C", "H", "H", "H", "H", "H", "H", "H", "H", "H", "H", "H", "H", "H", "H", "H", "H", "H", "H", "H", "H"], "positions_angstrom": [[4.11186, 5.71791, -0.03673], [4.24432, 4.46048, -0.75511], [3.22907, 3.53080, -0.66367], [3.34055, 2.41128, -1.52457], [2.33670, 1.47403, -1.55629], [1.22451, 1.58147, -0.71383], [0.01846, 0.64813, -0.89513], [-1.29119, 1.21733, -0.29595], [-2.16338, 0.32758, 0.40682], [-3.48250, 0.65398, 0.71991], [-3.94120, 1.95334, 0.33091], [-5.28928, 2.23065, 0.47885], [-5.91000, 3.31064, -0.18226], [-7.02580, 2.96201, -0.96300], [-7.74544, 3.95735, -1.64602], [-7.39948, 5.29983, -1.52652], [-6.31683, 5.65509, -0.71271], [-5.57903, 4.66715, -0.01493], [-3.05854, 2.90515, -0.18777], [-1.71503, 2.53792, -0.42506], [1.26287, 2.54735, 0.32371], [2.19306, 3.60565, 0.27710], [5.02126, 6.26852, -0.32701], [3.20552, 6.27916, -0.36363], [4.09138, 5.56392, 1.06783], [4.25610, 2.26621, -2.10330], [2.41804, 0.59724, -2.22287], [-0.06032, 0.31520, -1.97732], [-1.76495, -0.65469, 0.75522], [-4.12121, -0.07093, 1.23021], [-7.30129, 1.90889, -1.01577], [-8.59706, 3.65347, -2.26433], [-7.96267, 6.07033, -2.05495], [-6.03567, 6.70252, -0.59843], [-4.75596, 4.97468, 0.63983], [-3.38523, 3.94222, -0.38696], [-1.03582, 3.34145, -0.72775], [0.54235, 2.51239, 1.16459], [2.13786, 4.41170, 1.00749], [1.99054, -4.08515, 3.48120], [2.21612, -2.76471, 2.76125], [2.43770, -1.60373, 3.73770], [1.06042, -2.48780, 1.76999], [0.80429, -3.66859, 0.86431], [-0.03939, -3.26759, -0.25694], [-0.52218, -4.24734, -1.14026], [-1.31121, -3.66334, -2.10799], [-1.95596, -4.48431, -3.04135], [-1.78497, -5.87372, -3.01927], [-0.90855, -6.42599, -2.07583], [-0.27982, -5.62735, -1.10342], [-1.39048, -1.91340, -1.93159], [-0.31595, -1.99988, -0.60157], [0.24642, -0.89990, -0.05015], [1.26463, -1.16968, 0.99923], [2.69734, -1.11484, 0.42211], [3.62719, -0.19134, 0.93596], [4.93084, -0.18777, 0.43114], [5.31873, -1.12571, -0.53307], [4.40470, -2.05126, -1.02168], [3.07720, -2.01934, -0.57692], [0.97491, -4.17420, 3.90202], [2.16833, -4.93949, 2.81739], [2.70532, -4.16271, 4.30251], [3.12292, -2.87283, 2.13955], [1.48405, -1.20618, 4.14145], [3.05250, -1.98169, 4.55927], [3.00101, -0.78939, 3.26305], [0.13902, -2.36639, 2.34456], [1.71971, -4.12470, 0.46052], [0.31304, -4.47079, 1.41779], [-2.59986, -4.00437, -3.77104], [-2.31974, -6.51116, -3.70947], [-0.73616, -7.48909, -2.08878], [0.37594, -6.07457, -0.34554], [1.10644, -0.35797, 1.72016], [3.27707, 0.57358, 1.64605], [5.59376, 0.62123, 0.73863], [6.35631, -1.15416, -0.84813], [4.68771, -2.74281, -1.81640], [2.31407, -2.63698, -1.07701]], "homo_ha": -0.3905, "energy_ev": -58947.4115, "total_charge": 1, "multiplicity": 1}

[4]
{"formula": "C39H38AsBaCl4N11O4P2", "method": "ωB97M-V with the def2-TZVPD basis set", "elements": ["Ba", "N", "C", "N", "N", "N", "N", "C", "N", "N", "N", "N", "H", "O", "P", "C", "P", "O", "C", "C", "C", "C", "C", "C", "C", "C", "C", "C", "C", "C", "C", "C", "C", "C", "C", "C", "C", "C", "C", "C", "C", "C", "H", "H", "H", "H", "H", "H", "H", "H", "H", "H", "H", "H", "H", "H", "H", "H", "H", "H", "H", "H", "H", "H", "Cl", "C", "C", "Cl", "C", "Cl", "C", "O", "C", "O", "C", "Cl", "C", "N", "C", "C", "N", "H", "H", "H", "H", "H", "H", "C", "As", "C", "C", "H", "H", "H", "H", "H", "H", "H", "H", "H"], "positions_angstrom": [[1.63337, -1.08275, -0.78954], [2.54051, -0.83881, -5.04688], [2.16480, -2.07610, -4.54867], [2.07060, -3.13549, -5.34495], [1.63998, -4.11587, -4.52874], [1.48224, -3.65935, -3.33059], [1.82162, -2.34776, -3.29596], [2.67603, 0.35014, -4.36227], [3.00988, 1.47801, -4.99110], [3.02056, 2.40457, -4.01414], [2.71713, 1.85703, -2.88387], [2.48024, 0.53672, -3.05958], [2.82320, -0.82699, -6.00967], [0.78216, 1.03373, 0.68170], [-0.26292, 2.05622, 0.95110], [-1.92154, 1.58639, 0.39612], [-1.97538, 0.77236, -1.23425], [-1.12610, -0.44005, -1.32828], [-3.73191, 0.35647, -1.37194], [-4.19691, -0.63460, -0.50440], [-5.51801, -1.04624, -0.57199], [-6.37828, -0.47676, -1.50367], [-5.91612, 0.50044, -2.37188], [-4.59186, 0.91646, -2.30892], [-1.57368, 2.01533, -2.46289], [-0.65879, 1.64548, -3.44343], [-0.24020, 2.57403, -4.38958], [-0.74911, 3.86136, -4.35490], [-1.67135, 4.23438, -3.38005], [-2.08043, 3.31620, -2.43054], [0.09920, 3.63580, 0.16986], [1.04960, 3.62666, -0.84407], [1.31959, 4.79308, -1.54846], [0.65300, 5.96444, -1.22397], [-0.29023, 5.97824, -0.19937], [-0.57125, 4.81394, 0.49641], [-0.41673, 2.36291, 2.72644], [-1.60339, 2.71769, 3.35926], [-1.62197, 2.94530, 4.72850], [-0.45393, 2.81962, 5.46750], [0.73147, 2.45770, 4.84065], [0.75178, 2.22336, 3.47397], [-2.58698, 2.45397, 0.39205], [-2.28987, 0.83619, 1.10284], [-3.51618, -1.08502, 0.21172], [-5.87372, -1.82034, 0.09601], [-7.40891, -0.80555, -1.55953], [-6.58189, 0.93267, -3.10851], [-4.22448, 1.66463, -3.00043], [-0.24805, 0.64380, -3.44949], [0.51038, 2.29236, -5.11693], [-0.40692, 4.59143, -5.07818], [-2.04935, 5.24892, -3.34750], [-2.77850, 3.61828, -1.65674], [1.58578, 2.72593, -1.11907], [2.04541, 4.75043, -2.35201], [0.86309, 6.87610, -1.77085], [-0.80364, 6.89767, 0.05544], [-1.30158, 4.82684, 1.29954], [-2.52246, 2.80263, 2.79163], [-2.54956, 3.21399, 5.21836], [-0.46942, 2.99471, 6.53619], [1.64145, 2.34782, 5.41684], [1.66526, 1.91747, 2.97662], [7.63240, -2.34910, 3.53153], [6.09615, -2.57394, 2.74054], [5.32367, -3.67607, 3.02926], [5.86175, -4.85959, 4.18864], [4.08339, -3.83302, 2.37788], [3.08150, -5.22136, 2.73811], [3.59530, -2.92083, 1.44011], [2.45348, -3.04372, 0.84875], [4.40273, -1.73397, 1.15510], [3.94031, -0.86387, 0.33404], [5.63533, -1.62137, 1.81153], [6.58248, -0.19754, 1.47827], [-0.18579, -1.17683, 5.35319], [-0.07070, -1.69430, 4.00017], [1.23034, -2.25961, 3.62753], [-0.94157, -1.26424, 3.10936], [-1.77431, -0.91649, 2.38253], [0.02525, -1.97970, 6.06179], [-1.19493, -0.80613, 5.52368], [0.52415, -0.36218, 5.52466], [1.43067, -3.11071, 4.27923], [2.02036, -1.51481, 3.76438], [1.27541, -2.60905, 2.59117], [-1.66733, -4.29645, -1.90492], [-0.43064, -3.92398, -0.43184], [0.64274, -5.54398, -0.52776], [-1.61218, -4.47536, 1.04510], [-2.12391, -5.28363, -1.80267], [-1.09278, -4.24763, -2.82955], [-2.44479, -3.53096, -1.92679], [0.01820, -6.43930, -0.48380], [1.35682, -5.52532, 0.29489], [1.18893, -5.50506, -1.46937], [-2.07583, -5.44136, 0.83269], [-2.38269, -3.72019, 1.20263], [-1.02065, -4.55654, 1.95900]], "homo_ha": -0.0522, "energy_ev": -195847.8570, "total_charge": -2, "multiplicity": 1, "relative_energy_kj_mol": 31.8}